No. 1
A structure of composition C53H37FeIN4O4P2S2 in a non-equilibrium geometry, computed with ωB97M-V/def2-TZVPD.

```
! wB97M-V def2-TZVPD RIJCOSX def2/J DEFGRID3
* xyz 1 2
I -2.892 -6.857 -4.793
Fe -0.263 -0.408 -0.268
S -0.257 0.470 2.653
S -3.915 -2.618 0.940
P 1.963 -1.059 1.135
P -0.308 2.034 -0.263
O -1.263 -0.656 -1.746
O 1.147 -0.720 -1.650
O -1.083 -0.241 3.664
O -1.538 -0.045 -3.849
N 0.972 -1.905 -1.200
N 0.690 -5.235 -0.764
N 2.065 -2.815 -4.321
N -2.019 -0.947 0.630
C -1.819 -2.338 -3.388
C 0.512 -4.310 3.047
C -1.228 4.132 1.348
C 2.795 -4.836 2.522
C 5.694 -0.444 -1.475
C -0.731 2.824 1.364
C 2.370 -0.086 2.623
C 4.011 0.401 0.019
C 1.164 2.871 -0.891
C -4.297 2.162 -1.413
C 2.601 4.802 -1.021
C 3.661 -0.119 3.162
C 0.656 -3.079 2.429
C 1.514 4.153 -0.460
C -3.275 1.222 0.298
C 1.578 -5.197 3.077
C 3.452 -0.870 0.124
C -1.870 -3.371 -2.466
C -1.742 4.041 3.697
C 2.948 -3.597 1.915
C 1.647 -2.893 -3.255
C 3.343 4.182 -2.019
C -2.882 1.638 -1.133
C -2.168 -4.667 -2.854
C 5.133 -1.709 -1.392
C -1.279 2.738 3.738
C -4.335 -0.984 0.650
C -2.278 -2.217 0.859
C 1.145 -2.969 -1.913
C -3.211 -0.241 0.527
C 2.998 2.911 -2.449
C -5.844 0.884 0.286
C -1.700 4.740 2.498
C -2.434 -4.924 -4.193
C -0.742 2.164 2.591
C 5.128 0.610 -0.775
C -1.743 2.599 -1.208
C -4.697 1.825 0.072
C 4.015 -1.922 -0.599
C 0.892 -4.228 -1.275
C -1.883 3.780 -1.809
C 2.965 1.338 4.948
C -1.501 -0.925 -3.022
C 1.917 2.251 -1.885
C -5.684 -0.415 0.542
C -2.087 -2.613 -4.727
C 3.952 0.588 4.312
C 1.394 0.646 3.279
C 1.866 -2.722 1.841
C -4.342 3.563 -1.940
C 1.683 1.364 4.439
C -3.230 4.261 -2.188
C -2.394 -3.899 -5.132
H 1.466 -6.165 3.545
H 0.959 4.644 0.326
H -1.365 2.141 4.636
H 6.572 -0.283 -2.085
H -1.669 -3.160 -1.428
H 5.551 1.603 -0.850
H -1.296 4.669 0.414
H 3.584 -2.913 -0.555
H -2.036 -1.806 -5.444
H 0.913 1.927 4.946
H -3.298 5.251 -2.618
H -2.184 -5.469 -2.130
H -1.516 -2.972 0.965
H 4.186 4.695 -2.461
H -6.537 -1.066 0.673
H 3.909 -3.323 1.504
H -5.308 3.997 -2.169
H -1.040 4.449 -1.946
H -2.734 1.720 1.096
H 5.563 -2.533 -1.945
H 2.867 5.793 -0.681
H -0.165 -2.375 2.456
H 3.569 2.424 -3.229
H -4.824 1.499 -2.102
H -2.599 -4.107 -6.172
H -4.836 2.738 0.654
H -2.155 4.501 4.584
H 1.655 1.268 -2.246
H 3.575 1.238 0.552
H 4.437 -0.697 2.679
H -0.429 -4.574 3.512
H 3.203 1.895 5.844
H 4.954 0.560 4.719
H -2.616 0.801 -1.761
H 3.633 -5.518 2.561
H -6.846 1.288 0.211
H -2.078 5.752 2.447
*
```

energy relative to the best compared isomer or geometry (same formula, charge and spin): 0.0000 eV
highest occupied orbital energy (spin up / spin down): -10.537 / -10.535 eV
E_LUMO (spin up / spin down): -4.5 / -3.6 eV
expectation value of S²: 0.89
gap between HOMO and LUMO (spin up / spin down): 0.2236 / 0.2555 hartree



No. 2
A cluster of 2 separate species, C4H12OS in total in a non-equilibrium geometry, computed with ωB97M-V/def2-TZVPD.

```
! wB97M-V def2-TZVPD RIJCOSX def2/J DEFGRID3
* xyz 0 1
S -2.199 -1.088 0.043
O 1.241 0.237 1.842
C -1.128 -0.619 -1.376
C -3.396 0.258 -0.122
C 3.274 0.326 0.598
C 1.772 0.127 0.534
H 1.279 0.833 -0.124
H 3.648 0.698 -0.351
H -1.637 -0.859 -2.289
H 0.425 -0.291 1.901
H 1.617 -0.876 0.102
H 3.508 1.076 1.348
H 3.752 -0.620 0.831
H -0.197 -1.156 -1.248
H -3.657 0.404 -1.162
H -4.323 -0.048 0.351
H -0.967 0.450 -1.226
H -3.011 1.149 0.350
*
```

energy relative to the best compared isomer or geometry (same formula, charge and spin): 0.7775 eV
SMILES string: CCO.CSC
highest occupied orbital energy: -8.751 eV
E_LUMO: 0.9 eV
gap between HOMO and LUMO: 0.3533 hartree



No. 3
A structure of composition C45H56ClF5NO4PPdSeTe, computed with ωB97M-V/def2-TZVPD.

```
! wB97M-V def2-TZVPD RIJCOSX def2/J DEFGRID3
* xyz -1 2
Te -1.555 -1.225 -2.126
Pd -0.447 1.079 0.112
Se -0.996 3.577 -0.207
Cl -5.051 -1.584 -0.645
P 0.896 0.498 2.911
F -1.627 6.020 4.421
F 0.345 7.828 3.921
F 1.732 7.687 1.580
F -2.241 4.153 2.622
F 1.195 5.784 -0.202
O -2.594 0.530 0.536
O -3.551 1.172 -1.403
O 0.893 -2.896 -1.413
O 1.977 1.874 -1.080
N -0.016 -0.840 -0.976
C -0.586 -0.414 5.306
C 3.619 0.087 2.876
C 2.164 4.797 4.041
C 1.259 2.217 3.436
C -3.179 -3.521 -3.125
C -3.604 -5.697 -2.137
C -0.922 1.374 -3.661
C 0.738 6.812 1.821
C 3.015 1.505 -3.176
C 0.420 0.447 -5.542
C 2.331 4.284 2.765
C -0.542 4.853 1.126
C 0.951 -1.862 -5.755
C 0.134 -3.631 -4.222
C -1.514 -3.701 0.297
C 2.698 -0.103 5.153
C 0.205 -2.182 -4.623
C 2.233 -1.891 3.462
C -3.551 0.660 -0.281
C -2.282 -3.240 -2.089
C -1.230 4.977 2.332
C 4.344 1.695 -0.975
C 0.448 5.810 0.913
C -0.435 -1.133 -3.945
C -3.556 -2.518 -4.187
C -0.324 0.196 -4.390
C -1.164 -1.282 3.053
C 1.066 -0.564 -6.233
C -2.811 -5.330 -1.059
C -3.803 -4.766 -3.145
C 1.085 2.756 4.712
C 0.970 -1.755 -0.939
C 1.523 4.037 5.010
C -0.947 5.958 3.264
C -1.685 1.071 3.634
C 1.859 3.014 2.459
C 3.010 1.713 -1.681
C 2.397 -0.383 3.679
C -4.267 -7.047 -2.179
C -4.856 -0.001 0.198
C 1.883 -0.270 -7.461
C 2.253 -1.308 -0.283
C -2.169 -4.098 -0.993
C -0.660 -0.053 3.821
C 0.042 6.888 3.010
H 2.938 0.430 -3.372
H 2.948 -1.054 -1.086
H 2.932 -0.531 -7.303
H 1.938 2.638 1.443
H 2.098 -0.439 0.351
H 0.874 -4.200 -4.785
H -1.699 1.443 2.609
H 2.799 4.882 1.992
H 1.901 -0.424 5.820
H -5.721 0.602 -0.063
H -0.793 2.283 -4.247
H -3.528 -7.841 -2.305
H -0.477 -2.128 3.134
H 0.611 2.170 5.487
H -4.975 -7.112 -3.006
H 1.834 0.786 -7.723
H -4.824 -0.225 1.259
H -2.748 -2.325 -4.895
H -3.843 -1.555 -3.751
H -0.430 1.540 -2.696
H -1.986 1.261 -3.444
H -1.596 -0.664 5.646
H -2.685 0.679 3.845
H 0.324 -3.755 -3.159
H -1.236 -4.584 0.873
H -2.708 -6.009 -0.218
H 0.043 -1.284 5.497
H 2.142 1.986 -3.609
H -4.417 -2.881 -4.745
H 1.455 -2.666 -6.282
H 2.509 5.798 4.276
H 3.605 -0.648 5.438
H 0.503 1.471 -5.890
H 3.542 -0.183 1.824
H 4.940 0.838 -1.297
H 1.498 -2.323 4.142
H -1.317 -1.044 2.001
H 1.529 -0.849 -8.317
H -4.482 -4.995 -3.960
H -0.844 -4.062 -4.438
H -1.496 1.908 4.305
H -2.129 -1.591 3.470
H -4.808 -7.246 -1.253
H 2.885 0.957 5.325
H 2.684 -2.136 0.279
H 4.197 1.670 0.104
H 1.921 -2.120 2.440
H 3.753 1.168 2.947
H 1.365 4.442 6.002
H -0.626 -3.105 0.136
H 3.188 -2.394 3.644
H -2.223 -3.120 0.892
H -0.232 0.410 5.926
H 4.899 2.596 -1.246
H 3.932 1.869 -3.641
H 4.518 -0.389 3.282
*
```

energy relative to the best compared isomer or geometry (same formula, charge and spin): 0.0000 eV
highest occupied orbital energy (spin up / spin down): -4.003 / -4.062 eV
E_LUMO (spin up / spin down): 2.1 / 2.1 eV
expectation value of S²: 0.75
gap between HOMO and LUMO (spin up / spin down): 0.2247 / 0.2268 hartree



No. 4
A structure of composition C31H27Cl5F4GeI3N3O2Y in a non-equilibrium geometry, computed with ωB97M-V/def2-TZVPD.

```
! wB97M-V def2-TZVPD RIJCOSX def2/J DEFGRID3
* xyz -2 2
I 3.152 1.546 -0.793
I 0.052 3.153 -1.929
I 3.724 -4.268 -4.545
Y -0.651 0.455 0.119
Ge -3.811 1.720 0.290
Cl 2.438 -0.408 -3.939
Cl -3.460 3.159 -1.507
Cl -5.500 0.507 -0.598
Cl -5.193 3.085 1.471
Cl -2.680 -0.364 -2.184
F 3.658 1.017 5.264
F -0.577 -1.037 5.107
F 3.194 2.286 3.027
F -1.127 0.324 2.857
O 0.843 -0.909 0.957
O 2.589 -1.864 1.960
N 0.521 2.023 1.700
N 0.219 -0.026 -1.893
N -1.442 4.100 1.524
C -1.552 -0.440 -3.480
C -2.260 5.205 1.055
C -1.706 -4.779 -0.991
C 3.637 -2.496 -0.595
C 2.442 0.848 4.692
C -1.996 -0.662 -4.760
C 0.300 -0.706 -5.518
C 0.735 -0.467 -4.234
C -1.781 -2.830 0.486
C 2.173 1.548 3.533
C -2.208 -3.527 -0.663
C 0.348 -0.191 4.609
C 1.350 -2.701 -1.280
C 0.943 1.425 2.844
C 1.553 -0.031 5.271
C -0.162 -0.271 -3.116
C 1.877 -1.671 0.982
C 3.104 -3.443 -2.718
C -2.249 -1.485 0.812
C -0.764 -5.405 -0.185
C 2.152 2.794 -2.187
C -1.064 -0.789 -5.788
C -0.843 -3.500 1.300
C 1.010 3.371 1.459
C -0.345 -4.748 0.970
C 1.751 -3.289 -2.471
C 0.069 0.507 3.467
C 4.060 -3.052 -1.794
C 2.285 -2.299 -0.337
C -0.044 4.502 1.577
C -1.889 3.680 2.844
H -2.061 -5.272 -1.891
H -3.310 4.917 1.057
H 4.354 -2.203 0.162
H -3.250 -1.301 0.416
H 2.626 3.766 -2.153
H -1.981 5.464 0.032
H 1.431 3.438 0.456
H -2.257 -1.328 1.890
H 1.027 -0.832 -6.309
H 5.114 -3.180 -2.002
H 2.259 2.333 -3.161
H 0.394 -5.209 1.618
H -2.952 -3.069 -1.303
H -3.057 -0.743 -4.954
H -0.486 -3.002 2.195
H -1.274 2.860 3.199
H 1.012 -3.609 -3.193
H 1.798 -0.591 6.160
H 0.132 5.197 0.750
H -0.360 -6.375 -0.450
H -1.813 4.515 3.568
H -2.927 3.355 2.804
H 0.129 5.079 2.506
H 0.295 -2.580 -1.077
H 1.829 3.640 2.121
H -1.400 -0.969 -6.802
H -2.140 6.102 1.693
*
```

highest occupied orbital energy (spin up / spin down): -1.992 / -1.991 eV
E_LUMO (spin up / spin down): 3.3 / 3.0 eV
expectation value of S²: 0.80
gap between HOMO and LUMO (spin up / spin down): 0.1943 / 0.1830 hartree



- Number 4 is which compound?
  C31H27Cl5F4GeI3N3O2Y